76
Properties=species:S:1:pos:R:3 method="wB97M-V/def2-TZVPD" energy_ha=-9382.63249 multiplicity=2 s_squared=0.75 max_force_ev_per_a=3.3 total_charge=-1 molar_mass_g_mol=1017.12 gap_ev="2.05 / 9.05"
C -0.377 0.304 -7.042
O -1.024 1.539 -6.597
P -0.749 1.960 -5.049
O -0.862 0.797 -4.111
O 0.816 2.535 -5.183
C 1.866 2.340 -4.198
O -1.530 3.317 -4.749
C -2.879 3.486 -5.199
H -1.109 -0.346 -7.521
H 0.161 -0.275 -6.291
H 0.371 0.544 -7.798
H 1.581 1.585 -3.466
H 2.270 3.246 -3.747
H 2.664 1.700 -4.573
H -3.544 3.409 -4.339
H -3.212 2.721 -5.902
H -3.084 4.412 -5.736
C 2.441 2.921 -0.005
O 3.518 3.052 0.869
P 4.975 2.512 0.444
O 5.353 2.680 -0.960
O 4.941 0.999 1.098
C 4.782 0.670 2.491
O 5.896 3.341 1.517
C 7.240 3.002 1.541
H 1.911 3.857 -0.186
H 1.784 2.126 0.347
H 2.787 2.651 -1.003
H 3.914 0.011 2.494
H 4.556 1.534 3.116
H 5.725 0.197 2.764
H 7.468 1.942 1.428
H 7.662 3.437 2.447
H 7.870 3.372 0.733
C -0.730 -3.081 0.368
O -1.031 -1.750 -0.080
P -2.191 -0.855 0.603
O -3.557 -1.120 0.114
O -1.585 0.631 0.315
C -1.241 0.934 -1.003
O -1.971 -1.118 2.206
C -2.991 -0.770 3.120
H -1.622 -3.427 0.889
H 0.133 -3.100 1.034
H -0.613 -3.787 -0.455
H -1.163 0.083 -1.679
H -0.203 1.248 -1.105
H -1.742 1.776 -1.482
H -3.225 -1.653 3.715
H -3.916 -0.380 2.695
H -2.556 -0.069 3.832
C 4.189 -2.510 -0.004
Cl 5.713 -2.068 0.745
Cl 3.543 -1.262 -1.060
Cl 2.972 -2.718 1.308
H 4.222 -3.408 -0.622
C -5.211 1.907 1.163
Cl -6.765 2.675 1.262
Cl -4.180 2.516 2.428
Cl -4.566 2.206 -0.408
H -5.391 0.838 1.273
C -5.311 -4.414 0.812
Cl -4.234 -5.631 1.468
Cl -6.430 -3.751 2.101
Cl -6.336 -5.210 -0.389
H -4.839 -3.551 0.343
C 0.356 -0.627 4.873
Cl 0.861 0.153 3.325
Cl 1.230 0.106 6.215
Cl 0.675 -2.436 4.816
H -0.715 -0.480 5.017
C -2.829 -5.470 4.863
Cl -2.207 -3.826 5.154
Cl -3.024 -6.287 6.402
Cl -1.858 -6.498 3.721
H -3.844 -5.396 4.474

***

60
Properties=species:S:1:pos:R:3 method="wB97M-V/def2-TZVPD" energy_ha=-3113.20184 multiplicity=4 s_squared=3.77 relative_energy_kcal_mol=27.1 max_force_ev_per_a=10.0 molar_mass_g_mol=471.45 gap_ev="6.45 / 6.63"
O 1.999 0.328 -4.106
H 2.855 -0.063 -4.358
Co 1.099 0.229 -1.281
N 2.193 0.054 0.256
N 1.357 -1.603 -1.396
N 0.166 1.646 -0.531
N -0.418 0.153 -2.389
O 2.316 0.903 1.246
O 0.261 2.134 0.711
O -0.923 -0.861 -3.012
O 0.681 -2.501 -2.109
C 2.243 -2.134 -0.517
C 2.678 -1.202 0.459
C -0.843 2.150 -1.287
C -1.154 1.309 -2.383
C 3.346 -1.576 1.730
H 2.613 -1.912 2.481
H 3.912 -0.733 2.141
H 4.043 -2.405 1.556
C 2.383 -3.600 -0.511
H 2.593 -3.969 -1.522
H 1.469 -4.093 -0.149
H 3.211 -3.898 0.140
C -1.558 3.400 -0.927
C -2.215 1.568 -3.386
H -1.166 3.818 0.006
H -2.635 3.217 -0.808
H -1.441 4.151 -1.722
H -2.269 0.755 -4.117
H -2.011 2.507 -3.922
H -3.196 1.681 -2.903
H 1.167 1.666 1.058
H -0.066 -1.882 -2.581
C 2.279 0.859 -2.515
H 2.544 -0.048 -1.945
H 1.364 1.438 -2.304
H 3.137 1.533 -2.516
O 4.876 1.986 1.519
H 5.029 2.839 1.082
H 3.919 1.795 1.389
C -0.097 -0.581 3.235
N -1.478 -0.445 2.787
C -2.460 -0.700 3.847
C -1.787 -0.866 1.520
S -0.677 -1.700 0.545
N -3.025 -0.548 1.054
C -3.611 0.743 1.425
C -3.439 -1.060 -0.247
H -0.033 -0.158 4.243
H 0.575 -0.031 2.564
H 0.213 -1.637 3.254
H -3.468 -0.513 3.474
H -2.393 -1.735 4.217
H -2.238 -0.020 4.676
H -3.527 1.464 0.597
H -4.674 0.594 1.653
H -3.089 1.135 2.300
H -2.898 -0.564 -1.069
H -3.221 -2.131 -0.292
H -4.513 -0.886 -0.356

***

64
Properties=species:S:1:pos:R:3 method="wB97M-V/def2-TZVPD" energy_ha=-2461.53411 max_force_ev_per_a=3.6 total_charge=+3 molar_mass_g_mol=589.78 gap_ev=1.39
Zr 9.849 26.877 -1.696
C 7.677 23.882 -6.198
O 8.290 24.428 -5.065
H 8.186 23.088 -6.745
H 6.808 23.328 -5.843
H 7.443 24.514 -7.055
C 9.881 30.377 -7.959
C 9.963 30.905 -6.508
O 10.071 30.144 -5.523
N 9.789 32.207 -6.352
C 9.516 33.112 -5.174
H 9.301 29.455 -7.984
H 10.925 30.308 -8.265
H 9.266 31.091 -8.508
H 9.490 32.659 -7.205
H 9.781 32.607 -4.245
H 8.487 33.467 -5.240
H 10.072 34.048 -5.225
C 11.952 19.257 -12.857
C 11.703 20.605 -12.098
O 12.190 20.873 -11.018
N 10.922 21.500 -12.834
C 10.718 22.814 -12.370
H 12.919 18.814 -12.617
H 12.042 19.348 -13.940
H 11.204 18.559 -12.480
H 10.573 21.297 -13.759
H 9.948 22.969 -11.615
H 10.430 23.221 -13.339
H 11.612 23.329 -12.017
C 4.519 23.347 -0.053
C 5.705 23.537 0.865
O 6.806 23.913 0.508
N 5.340 23.085 2.081
C 6.163 23.230 3.289
H 4.266 24.157 -0.737
H 3.615 23.044 0.476
H 4.796 22.471 -0.639
H 4.392 22.756 2.187
H 7.029 22.571 3.227
H 5.574 22.911 4.149
H 6.425 24.284 3.385
C 1.281 19.550 -5.955
C -0.123 19.344 -6.408
O -0.913 19.396 -5.280
S -0.236 18.777 -3.942
O -0.635 17.398 -3.799
O -0.454 19.688 -2.826
O 1.272 19.037 -4.631
H 1.424 20.600 -5.697
H 2.074 19.336 -6.671
H -0.310 18.376 -6.874
H -0.528 20.123 -7.054
C 10.002 17.748 -5.401
C 8.797 17.533 -6.185
O 7.736 17.611 -5.223
S 8.183 16.751 -3.869
O 8.008 15.310 -4.008
O 7.734 17.376 -2.656
O 9.758 17.217 -4.139
H 10.374 18.763 -5.264
H 10.805 17.125 -5.795
H 8.778 16.569 -6.694
H 8.820 18.291 -6.968

***

54
Properties=species:S:1:pos:R:3 method="wB97M-V/def2-TZVPD" energy_ha=-1932.10332 multiplicity=5 s_squared=6.05 relative_energy_kcal_mol=0.0 max_force_ev_per_a=4.2 total_charge=+3 molar_mass_g_mol=458.87 gap_ev="8.03 / 4.25"
Pd -0.017 0.391 -0.063
P -1.952 -0.820 -0.475
C -1.850 -0.985 -2.237
C -0.940 -0.141 -2.925
N -0.155 0.738 -2.178
C 0.837 1.431 -2.743
C 0.867 1.624 -4.142
C 0.007 0.852 -4.950
C -0.778 -0.119 -4.346
C 1.937 2.060 -1.893
P 2.174 1.021 -0.387
H -1.387 -0.806 -4.950
H 1.556 2.325 -4.585
H -0.018 1.004 -6.035
H 2.891 2.180 -2.437
H 1.633 3.057 -1.530
H -0.227 -4.036 -1.717
H -2.296 -1.800 -2.806
H 1.635 -2.541 0.147
O 0.747 -4.074 -1.657
H 1.094 -4.037 -2.567
H 0.699 -1.048 1.493
O 1.743 -2.244 1.052
H 1.529 -3.017 1.590
C 3.409 -0.195 -0.920
H 4.280 0.300 -1.369
H 3.747 -0.779 -0.056
H 2.944 -0.861 -1.655
C 3.032 2.027 0.840
H 3.238 1.383 1.703
H 3.987 2.417 0.473
H 2.408 2.869 1.149
C -3.444 0.190 -0.480
H -4.249 -0.421 -0.892
H -3.731 0.575 0.496
H -3.240 1.001 -1.184
C -2.246 -2.328 0.510
H -2.021 -2.207 1.578
H -3.302 -2.605 0.434
H -1.634 -3.144 0.108
C -2.504 0.308 3.028
Si -0.613 0.430 3.102
C -0.300 2.292 3.006
C -0.109 -0.111 4.807
O 0.125 -0.443 1.929
H -2.895 0.478 4.045
H -2.875 -0.667 2.699
H -2.955 1.077 2.388
H -0.605 2.745 3.963
H 0.745 2.573 2.837
H -0.903 2.783 2.233
H -0.275 -1.181 4.956
H 0.946 0.077 5.028
H -0.686 0.402 5.587

***

57
Properties=species:S:1:pos:R:3 method="wB97M-V/def2-TZVPD" energy_ha=-2089.60066 max_force_ev_per_a=2.4 molar_mass_g_mol=492.41 gap_ev=7.23
Ca 0.077 0.661 1.582
I 0.805 2.010 4.100
C -4.170 0.583 1.683
C -2.654 0.682 1.715
O -1.964 -0.298 2.120
O -2.087 1.747 1.375
H -4.428 -0.308 1.106
H -4.532 1.468 1.166
H -4.578 0.426 2.678
C 3.041 -0.994 -2.614
O 1.968 -1.027 -1.690
C 0.883 -1.798 -2.180
C -0.305 -1.724 -1.224
N -0.668 -0.457 -0.537
C -1.066 0.565 -1.538
C -2.395 0.238 -2.244
O -3.183 -0.575 -1.407
C -4.453 -0.844 -1.942
H 2.795 -0.323 -3.441
H 3.225 -1.981 -3.053
H 3.951 -0.691 -2.103
H 1.159 -2.858 -2.170
H 0.694 -1.551 -3.227
H -0.218 -2.456 -0.415
H -1.140 -2.140 -1.807
H -1.607 -0.739 -0.227
H -0.269 0.859 -2.222
H -1.271 1.481 -0.973
H -2.303 -0.188 -3.252
H -2.956 1.170 -2.398
H -4.931 0.080 -2.288
H -5.071 -1.255 -1.149
H -4.409 -1.535 -2.790
C 0.209 -2.433 2.984
O 0.979 -1.445 2.292
C 2.242 -1.920 1.829
C 3.123 -0.689 1.549
N 2.358 0.322 0.811
C 3.029 1.588 0.575
C 2.101 2.517 -0.207
O 0.890 2.587 0.576
C 0.356 3.921 0.658
H 0.822 -3.003 3.692
H -0.105 -3.179 2.247
H -0.566 -1.897 3.518
H 2.030 -2.421 0.872
H 2.675 -2.660 2.501
H 3.982 -1.029 0.963
H 3.385 -0.289 2.528
H 2.192 -0.035 -0.131
H 3.917 1.504 -0.082
H 3.371 2.076 1.487
H 1.898 2.109 -1.198
H 2.566 3.501 -0.174
H -0.588 3.792 1.189
H 0.141 4.317 -0.338
H 1.053 4.537 1.226

***

54
Properties=species:S:1:pos:R:3 method="wB97M-V/def2-TZVPD" energy_ha=-1252.95835 max_force_ev_per_a=0.8 total_charge=+1 molar_mass_g_mol=321.51 gap_ev=7.36
C 6.366 -3.313 2.156
Si 5.327 -2.385 0.888
C 6.057 -2.405 -0.832
C 5.097 -0.612 1.439
C 3.584 -3.200 0.895
C 2.438 -2.420 0.821
C 1.163 -2.979 0.838
C -0.026 -2.065 0.740
C -1.314 -2.650 1.291
O -1.184 -3.041 2.656
C -2.507 -1.697 1.134
N -2.296 -0.296 1.504
C 1.052 -4.361 0.950
C 2.196 -5.124 1.028
N 3.401 -4.536 0.995
H 5.744 -3.952 2.781
H 6.849 -2.578 2.789
H 7.111 -3.944 1.683
H 6.661 -3.288 -1.029
H 6.715 -1.545 -0.925
H 5.308 -2.347 -1.615
H 6.083 -0.164 1.516
H 4.532 -0.017 0.725
H 4.605 -0.583 2.407
H 2.532 -1.349 0.753
H 0.216 -1.154 1.280
H -0.189 -1.815 -0.308
H -1.552 -3.555 0.725
H -0.361 -2.693 3.011
H -2.844 -1.722 0.103
H -3.275 -2.088 1.791
H -1.755 -0.236 2.362
H -1.738 0.184 0.799
H 0.086 -4.831 0.996
H 2.161 -6.195 1.124
H 4.227 -5.117 1.057
C -1.711 3.309 -0.255
O -1.306 1.935 -0.345
H -2.496 3.369 0.493
H -0.871 3.933 0.058
H -2.092 3.662 -1.212
H -0.620 1.879 -1.016
C -4.189 5.919 -1.984
O -3.008 5.396 -2.594
H -4.599 5.147 -1.338
H -3.958 6.801 -1.382
H -4.931 6.181 -2.740
H -2.651 6.079 -3.166
C -7.873 5.741 -3.909
O -7.832 7.130 -3.598
H -6.847 5.384 -3.937
H -8.421 5.184 -3.144
H -8.332 5.569 -4.886
H -8.735 7.456 -3.573

***

71
Properties=species:S:1:pos:R:3 method="wB97M-V/def2-TZVPD" energy_ha=-2256.02741 smiles="C[N+](=O)[O-].C[N+](=O)[O-].C[N+](=O)[O-].C[N+](=O)[O-].C[N+](=O)[O-].COC(=O)OC.COC(=O)OC.COC(=O)OC" relative_energy_kcal_mol=59.5 max_force_ev_per_a=4.8 molar_mass_g_mol=575.43 gap_ev=10.64
C -5.507 0.500 -1.857
N -4.875 1.692 -2.499
O -4.589 2.610 -1.729
O -4.603 1.644 -3.720
H -5.565 -0.243 -2.652
H -6.475 0.710 -1.402
H -4.807 0.064 -1.144
C 2.380 2.939 2.085
N 1.358 3.313 3.084
O 0.355 3.979 2.628
O 1.545 3.017 4.249
H 2.893 3.854 1.790
H 1.776 2.495 1.295
H 2.978 2.165 2.567
C -0.238 0.384 5.605
N -1.129 1.088 4.643
O -2.130 1.631 5.103
O -0.875 1.068 3.418
H 0.258 -0.447 5.103
H -0.821 0.094 6.480
H 0.455 1.112 6.027
C -2.691 -3.818 0.141
N -3.477 -4.738 1.105
O -2.838 -5.560 1.735
O -4.593 -4.484 1.376
H -1.654 -4.125 -0.001
H -2.709 -2.853 0.648
H -3.233 -3.798 -0.804
C -0.409 0.432 -0.030
N -1.367 0.267 -1.143
O -2.273 -0.481 -0.826
O -1.292 0.937 -2.156
H -0.829 -0.063 0.846
H -0.274 1.512 0.031
H 0.514 -0.049 -0.355
C 1.851 -1.841 1.753
O 3.062 -1.112 1.695
C 4.230 -1.638 2.128
O 4.377 -2.755 2.616
O 5.155 -0.661 2.077
C 6.489 -0.875 2.458
H 1.668 -2.038 0.696
H 0.905 -1.371 2.024
H 1.925 -2.771 2.317
H 7.050 -1.135 1.560
H 6.527 -1.547 3.315
H 6.845 0.062 2.887
C -3.092 -6.160 -3.193
O -2.501 -4.982 -2.983
C -2.604 -4.026 -3.936
O -3.158 -4.256 -5.025
O -2.025 -2.952 -3.446
C -2.275 -1.620 -3.909
H -2.686 -6.727 -2.355
H -2.856 -6.652 -4.136
H -4.158 -5.998 -3.032
H -1.533 -0.912 -3.541
H -3.307 -1.415 -3.622
H -2.317 -1.428 -4.981
C 4.932 5.807 -2.106
O 4.682 4.470 -1.626
C 3.437 3.976 -1.381
O 3.258 2.859 -0.864
O 2.489 4.860 -1.691
C 1.134 4.427 -1.665
H 5.011 6.389 -1.188
H 4.186 6.147 -2.824
H 5.849 5.907 -2.687
H 0.826 3.741 -2.454
H 0.556 5.339 -1.816
H 0.807 4.038 -0.701